(1)
Below is an isolated molecule of C25H31N5O5 in a non-equilibrium geometry, with properties calculated with the ωB97M-V functional and the def2-TZVPD basis.

Structure (XYZ):
```
66
Properties=species:S:1:pos:R:3:forces:R:3:lowdin_charge:R:1
C 7.144076 -1.930339 -3.238409 -0.0502 -0.2346 0.0761 -0.11
C 6.590538 -2.941946 -2.241834 0.0356 0.2077 0.1342 -0.27
C 5.531964 -2.350071 -1.312134 0.0071 -0.2420 -0.2776 -0.21
H 5.939640 -1.470168 -0.808863 0.0099 0.0229 0.0994 0.12
H 5.284161 -3.085212 -0.541767 -0.0075 0.0597 0.0749 0.11
C 4.244430 -1.958340 -2.046265 0.2275 0.0036 0.2547 -0.17
C 3.215117 -1.464991 -1.075619 -0.0616 0.0304 -0.0966 -0.26
C 2.298081 -2.338069 -0.501296 0.0791 0.1347 0.0089 -0.03
C 1.358767 -1.885637 0.404064 -0.0694 0.1741 0.1229 -0.01
C 1.315115 -0.537977 0.748087 0.3470 0.0214 -0.3667 -0.22
C 2.226426 0.346454 0.181480 -0.0008 0.0453 0.2227 -0.02
C 3.167771 -0.123179 -0.714356 -0.0503 -0.2299 0.0686 -0.03
H 3.871332 0.567035 -1.155200 0.0777 0.0964 -0.0750 0.12
H 2.191781 1.389609 0.448397 -0.0111 0.0785 0.0079 0.11
N 0.353603 -0.117400 1.673238 -0.3428 -0.3270 0.4201 0.16
C -0.096310 1.117924 1.940374 0.0282 -0.0384 -0.2106 -0.38
O 0.200586 2.164614 1.390187 0.1248 0.0152 0.0254 0.07
C -1.135056 1.074200 3.069677 0.0092 0.3175 0.0749 -0.40
O -1.391236 0.022679 3.637961 -0.1403 -0.0912 0.1620 0.06
N -1.651605 2.279798 3.302741 0.3020 0.3527 -0.1352 0.09
C -2.774531 2.566214 4.165297 -0.1853 -0.4105 0.2352 -0.13
H -3.142571 3.560863 3.912327 0.0846 -0.0194 0.0264 0.12
H -2.454682 2.564681 5.212764 -0.0822 0.1018 -0.0557 0.12
C -3.884306 1.511617 3.980632 0.1517 0.0849 0.0038 -0.17
N -4.080949 1.245915 2.577129 -0.1734 -0.1767 0.1094 -0.18
C -4.195787 -0.132512 2.169114 -0.0222 -0.0784 -0.0915 -0.16
H -5.228203 -0.513096 2.254270 0.0519 -0.0272 -0.0012 0.12
C -3.704769 -0.234817 0.712904 0.0518 -0.3659 0.2054 -0.12
N -4.078228 0.963763 -0.007532 -0.1738 -0.0034 0.0001 -0.04
C -3.272080 1.668291 -0.834743 -0.0504 -0.0808 -0.1096 -0.41
O -3.555291 2.788812 -1.220890 0.1043 0.3058 -0.0066 0.08
C -2.039615 0.996982 -1.360676 0.2698 0.0100 -0.2603 -0.12
C -0.876436 1.757846 -1.461612 -0.2344 -0.1249 0.0326 0.01
C 0.240172 1.247308 -2.091894 0.1459 -0.2220 -0.2345 0.02
C 0.189151 -0.034318 -2.626824 -1.1393 0.5173 0.6393 -0.15
C -0.960961 -0.808283 -2.528583 0.3315 -0.0782 -0.1637 0.02
C -2.075588 -0.286272 -1.903962 0.0397 0.2298 0.1350 -0.01
H -2.986047 -0.863851 -1.868480 -0.0827 -0.0784 0.0234 0.12
H -0.970006 -1.795669 -2.964210 -0.0105 -0.0192 -0.0131 0.12
N 1.327784 -0.560007 -3.329712 0.3982 -0.2234 -0.3754 -0.35
O 2.240378 0.198735 -3.577638 0.2276 0.1920 -0.1144 0.08
O 1.305876 -1.731693 -3.644931 0.0585 -0.2749 -0.1027 0.08
H 1.143672 1.827468 -2.190525 0.0304 0.0210 0.0105 0.13
H -0.863316 2.754000 -1.049462 0.0072 0.0722 0.0051 0.12
C -5.280593 1.596217 0.490554 -0.1618 0.2538 -0.0556 -0.11
C -5.050444 2.099511 1.922324 0.0324 0.0881 -0.0770 -0.14
H -6.014540 2.123534 2.463112 0.0668 0.0083 -0.0529 0.12
H -4.648259 3.115955 1.896848 -0.1118 0.0482 -0.0182 0.12
H -5.526655 2.425340 -0.173242 -0.0594 -0.1510 0.1015 0.12
H -6.089688 0.860727 0.461252 0.0233 0.0604 0.0123 0.13
H -2.617580 -0.333768 0.697215 -0.0938 -0.0429 0.0442 0.11
H -4.147607 -1.120884 0.239834 0.1078 -0.0065 0.0377 0.12
H -3.553244 -0.746042 2.800692 -0.0821 0.0052 -0.0420 0.11
H -4.800066 1.869297 4.475470 0.0581 -0.0415 -0.0081 0.12
H -3.562706 0.592515 4.470085 -0.0957 0.0907 -0.0118 0.11
H -1.312737 3.001268 2.676634 0.0028 -0.1720 0.0671 0.14
H -0.076863 -0.834153 2.256000 0.0792 0.2609 -0.0738 0.14
H 0.653053 -2.573232 0.848545 -0.1010 -0.0794 0.0320 0.11
H 2.316843 -3.382906 -0.773478 -0.0079 -0.1294 -0.0481 0.12
H 4.457456 -1.171966 -2.770622 -0.0662 -0.0546 -0.0985 0.10
H 3.856644 -2.825901 -2.583526 -0.0022 0.0242 -0.0948 0.12
H 6.161469 -3.787662 -2.784025 0.0171 -0.0947 0.0326 0.11
H 7.412866 -3.323770 -1.631351 -0.0145 -0.0868 -0.0382 0.10
H 6.371893 -1.597397 -3.926474 -0.0364 0.0965 -0.1142 0.06
H 7.541070 -1.061443 -2.717568 0.0564 0.1321 0.0178 0.07
H 7.946842 -2.376203 -3.821502 0.0758 0.0418 -0.1008 0.07
```
Forces are in eV/Å.

Summary:
- Kohn-Sham gap: 7.92 eV
- HOMO: -8.457 eV

(2)
Below is a cluster of 5 separate species, C18H22BrCl8NO2 in total in a non-equilibrium geometry, with properties calculated with the ωB97M-V functional and the def2-TZVPD basis.

Structure (XYZ):
```
52
Properties=species:S:1:pos:R:3:forces:R:3:lowdin_charge:R:1
N 3.831194 -3.554315 2.273329 0.5798 0.3179 -0.6770 0.10
C 3.705301 -2.130027 2.143706 -0.2158 -1.5048 0.5161 -0.24
C 4.798551 -1.326414 1.904455 0.3705 -0.3246 0.1075 -0.02
C 4.639864 0.025394 1.782722 1.0902 0.5965 -0.1610 -0.06
C 3.401864 0.598878 1.862250 0.1424 0.9353 -0.0538 -0.02
C 2.322574 -0.201498 2.095145 -1.5716 -0.0061 0.1848 -0.10
C 2.443500 -1.577113 2.263158 -0.6939 0.3774 -0.1851 -0.03
C 1.186311 -2.358389 2.570532 0.5717 -0.6129 0.3548 -0.32
O 1.213733 -3.375668 3.228230 -0.4400 0.3999 -0.3573 0.12
C -0.114884 -1.800319 2.076405 0.7820 -0.3127 -0.0310 -0.07
C -0.197452 -0.493834 1.914139 -0.5228 0.5763 -0.4548 -0.60
Br -1.831865 0.309377 1.345421 0.3865 -0.1243 0.2657 0.78
C 0.958167 0.430261 2.171728 0.0523 0.3647 -0.0432 -0.36
O 0.799161 1.612456 2.389212 0.0035 -0.5124 -0.1944 0.08
H 3.704253 -3.919632 1.330173 -0.2913 -0.3511 0.2315 0.10
H 4.790499 -3.793514 2.505866 -0.0303 0.0747 0.0653 0.08
H 5.774357 -1.787285 1.810970 0.0110 0.0369 -0.0039 0.12
H 5.504711 0.656433 1.615833 0.0052 -0.0459 -0.0593 0.11
H 3.301449 1.667889 1.734517 -0.2348 -0.0216 0.0799 0.13
H -0.926034 -2.500095 1.923707 -0.0355 0.0896 0.1451 0.13
Cl -1.394889 4.617593 -3.606118 -0.0090 -0.0416 -0.0482 0.55
C -2.212834 4.009592 -2.142417 -0.0922 0.0199 0.0834 -0.65
C -1.267379 3.281686 -1.221158 -0.0580 0.0804 0.1759 -0.65
Cl -0.706079 1.744301 -1.923145 0.1392 -0.0410 -0.0316 0.56
H -3.032868 3.368721 -2.458482 0.0538 -0.0284 -0.0402 0.07
H -2.630880 4.874368 -1.629671 0.0621 0.0106 0.0124 0.07
H -1.774250 3.037546 -0.288073 -0.0227 -0.0406 -0.0325 0.05
H -0.391668 3.881632 -0.986451 0.0249 -0.0268 -0.0866 0.07
Cl -0.666818 1.125708 -7.850114 -0.0257 -0.0139 -0.0272 0.54
C -1.332757 1.826806 -6.352066 0.0160 0.1084 0.0404 -0.67
C -1.521007 0.792160 -5.274049 0.0194 0.1143 0.0891 -0.69
Cl -2.821188 -0.367960 -5.668866 -0.0051 -0.0594 -0.0123 0.55
H -2.269756 2.320412 -6.598740 -0.0113 -0.0651 -0.0383 0.07
H -0.625793 2.581442 -6.011567 0.0187 -0.0536 0.0503 0.06
H -1.804729 1.278295 -4.342805 -0.0244 0.0419 -0.0863 0.01
H -0.607390 0.227862 -5.102110 0.0099 -0.0017 -0.1012 0.02
Cl -1.129245 -0.640864 5.060714 -0.0229 -0.0152 0.1191 0.61
C -2.303680 0.689143 5.214647 -0.0061 0.1755 0.0408 -0.65
C -3.698810 0.185552 5.485562 -0.0612 0.0590 0.0811 -0.66
Cl -4.396089 -0.668029 4.082873 0.0079 -0.0280 0.0362 0.53
H -2.262047 1.282100 4.303574 0.0095 -0.0936 -0.0478 0.05
H -1.970283 1.311276 6.044153 -0.0356 -0.0491 0.0379 0.07
H -4.356864 1.026103 5.700846 0.0389 0.0309 -0.0427 0.07
H -3.719614 -0.492796 6.335085 0.0370 -0.0587 -0.0620 0.07
Cl 1.314081 -1.498936 -4.147097 0.0371 -0.0089 0.0038 0.56
C -0.186550 -2.177481 -3.464272 -0.0934 -0.0260 -0.0293 -0.65
C -0.160207 -2.218266 -1.960228 -0.1397 0.0877 0.1215 -0.66
Cl 1.010917 -3.409975 -1.335740 0.0703 0.0055 0.0813 0.55
H -0.332220 -3.167793 -3.888705 0.0798 -0.0010 0.0085 0.08
H -1.003839 -1.540210 -3.795077 -0.0454 0.0094 0.0366 0.03
H -1.139148 -2.515135 -1.586138 -0.0036 -0.0220 -0.0433 0.08
H 0.088629 -1.247436 -1.535864 0.0727 -0.0219 -0.0189 0.04
```
Forces are in eV/Å.

Summary:
- Kohn-Sham gap: 8.23 eV
- HOMO: -9.260 eV

(3)
Below is an isolated molecule of C6H5FS in a non-equilibrium geometry, with properties calculated with the ωB97M-V functional and the def2-TZVPD basis.

Structure (XYZ):
```
13
Properties=species:S:1:pos:R:3:forces:R:3:lowdin_charge:R:1
C -1.024863 -0.380719 -0.002693 0.3075 -0.1895 -0.0779 -0.62
C -0.700638 0.972218 -0.011703 -0.2409 0.7202 0.1543 -0.12
C 0.643088 1.365846 -0.007900 -0.4343 -0.2826 0.0673 -0.08
C 1.666646 0.423367 -0.006935 -1.1177 -0.2397 -0.0106 -0.02
C 1.317469 -0.919444 -0.006040 -0.7263 0.3813 -0.0191 -0.29
C -0.003050 -1.345717 -0.002786 -0.1459 0.1816 0.0406 -0.05
H -3.300747 0.232935 -0.004047 0.1346 -0.0714 0.0012 -0.13
H -1.509388 1.741253 0.018675 0.8277 -0.7403 -0.0933 0.11
H 0.875163 2.424322 0.017437 0.0570 -0.0904 -0.0529 0.11
H 2.684022 0.705134 0.003213 0.9229 0.2429 -0.0040 0.10
H -0.235631 -2.411113 0.014632 0.1217 0.2853 -0.0360 0.12
F 2.284447 -1.842090 -0.005849 0.2486 -0.2185 0.0117 0.07
S -2.696514 -0.965998 -0.006010 0.0450 0.0211 0.0186 0.80
```
Forces are in eV/Å.

Summary:
- Kohn-Sham gap: 9.43 eV
- HOMO: -8.642 eV

Question: Which value of HOMO does entry 2 give?
Answer: -9.260 eV

Question: Kohn-Sham gap of number 2 (C18H22BrCl8NO2)?
Answer: 8.23 eV

Question: Kohn-Sham gap of number 1 (C25H31N5O5)?
Answer: 7.92 eV

Question: Among the records above, which one has the highest Kohn-Sham gap?
Answer: C6H5FS